# 1
68
Properties=species:S:1:pos:R:3 method="wB97M-V/def2-TZVPD" total_energy_ev=-117283.0658 homo_ev=-7.27 lumo_energy_ev=2.08 e_above_lowest_kcal_mol=0.0 charge=-1 multiplicity=1 gap_ev=9.36
O -0.259 1.227 0.790
H 0.492 0.545 0.868
H 0.026 2.143 1.209
H -1.213 0.929 1.064
C -2.628 -2.112 2.550
F -3.449 -2.570 1.629
F -2.844 -2.755 3.706
F -1.371 -2.351 2.159
S -2.849 -0.303 2.870
O -4.097 -0.126 3.521
O -1.691 0.074 3.621
N -2.672 0.327 1.349
S -4.134 0.658 0.748
O -5.111 -0.377 0.923
O -4.564 1.997 0.999
C -3.728 0.568 -1.046
F -4.725 1.075 -1.743
F -2.621 1.284 -1.331
F -3.527 -0.699 -1.445
C 2.228 1.916 3.282
F 2.936 1.749 4.376
F 2.973 1.672 2.198
F 1.222 1.030 3.270
S 1.515 3.617 3.252
O 0.633 3.599 4.366
O 2.617 4.495 3.213
N 0.593 3.477 1.871
S 0.373 4.961 1.339
O -0.106 5.870 2.339
O 1.456 5.422 0.522
C -1.065 4.757 0.189
F -2.069 4.084 0.737
F -1.494 5.960 -0.147
F -0.687 4.117 -0.934
C 0.020 0.471 -2.999
C -0.633 -0.872 -2.746
C -0.048 -2.010 -3.555
O 0.059 -1.748 -4.912
C -1.192 -1.543 -5.555
N -0.660 -1.207 -1.290
H 1.077 0.412 -2.698
H -0.409 1.239 -2.358
H 0.020 0.714 -4.058
H -1.681 -0.773 -3.091
H -0.571 -2.960 -3.355
H 0.987 -2.170 -3.216
H -1.080 -1.733 -6.618
H -1.541 -0.516 -5.397
H -1.959 -2.219 -5.152
H -0.891 -2.204 -1.246
H -1.494 -0.765 -0.903
C 1.539 -2.057 1.713
C 2.534 -1.307 0.869
C 3.247 -2.239 -0.096
O 3.956 -3.203 0.644
C 4.757 -4.039 -0.167
N 1.830 -0.216 0.131
H 0.810 -2.591 1.093
H 0.984 -1.373 2.360
H 2.011 -2.811 2.341
H 3.319 -0.886 1.504
H 3.914 -1.650 -0.743
H 2.478 -2.730 -0.723
H 5.388 -4.623 0.498
H 5.390 -3.468 -0.856
H 4.111 -4.712 -0.748
H 2.464 0.220 -0.536
H 1.103 -0.691 -0.450


# 2
43
Properties=species:S:1:pos:R:3 method="wB97M-V/def2-TZVPD" total_energy_ev=-25236.4961 homo_ev=-13.34 lumo_energy_ev=-2.27 charge=+1 multiplicity=1 gap_ev=11.07
C 4.602 0.477 2.364
C 4.792 2.034 2.045
F 6.138 2.450 2.414
C 3.728 2.994 2.787
O 2.579 3.354 1.967
C 1.911 2.226 1.437
O 2.210 1.851 0.269
O 0.867 1.491 2.083
O 1.287 0.897 3.238
H 3.544 0.096 2.093
H 5.312 -0.082 1.645
H 4.763 0.198 3.458
H 4.663 2.227 0.917
H 3.432 2.610 3.835
H 4.296 3.979 2.988
H 1.144 1.587 3.940
C -4.769 -1.478 -1.053
C -3.871 -1.773 -2.253
C -2.450 -2.172 -1.853
N -1.413 -1.045 -1.919
C -1.023 -0.782 -3.355
C -1.835 0.247 -1.234
C -1.631 -0.042 0.233
C -0.322 -0.811 0.263
C -0.175 -1.475 -1.106
H -4.518 -0.531 -0.571
H -5.813 -1.417 -1.368
H -4.695 -2.269 -0.302
H -3.894 -0.936 -2.957
H -4.317 -2.624 -2.777
H -2.083 -2.947 -2.533
H -2.428 -2.587 -0.843
H -1.904 -0.449 -3.902
H -0.628 -1.707 -3.779
H -0.256 -0.007 -3.373
H -1.152 1.034 -1.568
H -2.849 0.521 -1.521
H -2.442 -0.661 0.630
H -1.589 0.869 0.834
H -0.306 -1.544 1.073
H 0.517 -0.131 0.431
H -0.140 -2.565 -1.058
H 0.716 -1.108 -1.619


# 3
43
Properties=species:S:1:pos:R:3 method="wB97M-V/def2-TZVPD" total_energy_ev=-23461.7387 smiles="CC[C@H](C)[C@H](NC(=O)[C@@H](N)CCCCN)C(=O)O" homo_ev=-9.26 lumo_energy_ev=0.51 e_above_lowest_kcal_mol=46.6 charge=0 multiplicity=1 gap_ev=9.77
C -1.895 1.319 -3.801
C -1.040 1.682 -2.604
C 0.247 0.850 -2.507
C 1.233 1.089 -3.585
C -0.112 -0.655 -2.486
N -1.169 -1.003 -1.539
C -1.393 -0.600 -0.221
O -2.479 -0.860 0.345
C -0.358 0.186 0.622
N -0.983 1.450 0.887
C 0.006 -0.782 1.797
C 0.980 -0.125 2.771
C 1.484 -0.894 3.950
C 0.314 -1.236 4.910
N -0.500 -0.160 5.439
C 1.234 -1.380 -2.172
O 1.706 -1.555 -1.074
O 1.783 -1.846 -3.325
H -1.168 0.819 -4.653
H -2.732 0.477 -3.522
H -2.409 2.333 -4.136
H -1.615 1.742 -1.709
H -0.558 2.732 -2.726
H 0.684 1.218 -1.581
H 2.197 0.566 -3.316
H 1.567 2.161 -3.689
H 0.973 0.741 -4.587
H -0.503 -0.856 -3.491
H -1.965 -1.610 -1.807
H 0.619 0.305 0.073
H -0.383 1.939 1.532
H -1.936 1.177 1.296
H 0.364 -1.733 1.311
H -0.950 -1.147 2.333
H 1.884 0.173 2.180
H 0.474 0.779 3.226
H 1.946 -1.835 3.666
H 2.222 -0.315 4.559
H 0.765 -1.659 5.848
H -0.337 -2.040 4.496
H -0.985 0.326 4.701
H 0.207 0.531 5.732
H 2.583 -2.304 -3.145